A 12-piece molecular cluster, C17H58O12 overall at a distorted geometry. Source: OMol25; level of theory: wB97M-V/def2-TZVPD.

Largest force on an atom, eV Å⁻¹: 1.29
LUMO level, eV: -0.01
SMILES string: CCO.CCO.CCO.CCO.CCO.CO.CO.CO.CO.CO.CO.CO

```
! wB97M-V def2-TZVPD RIJCOSX def2/J DEFGRID3
* xyz 0 1
C 1.35526 3.82653 2.85752
O 1.00845 4.79712 3.82667
H 1.33822 2.81105 3.27008
H 0.63236 3.82799 2.03069
H 2.33167 4.07967 2.45635
H 0.07341 4.71068 4.03396
C -3.24333 1.50668 2.60131
O -3.59072 2.70196 3.30445
H -2.17316 1.44658 2.46722
H -3.55991 0.64456 3.20451
H -3.79450 1.42829 1.66225
H -4.54654 2.79081 3.27999
C 0.00593 -1.93041 -2.89328
O -0.67529 -1.22746 -1.87383
H -0.61059 -2.77883 -3.19404
H 0.18619 -1.30130 -3.77124
H 0.95869 -2.34548 -2.54248
H -0.02973 -0.70681 -1.37308
C 0.14388 0.59177 0.84885
O 0.78631 0.65870 -0.44668
H -0.45892 -0.30875 0.93534
H 0.90744 0.57095 1.63050
H -0.44979 1.49918 0.96601
H 1.63980 1.06378 -0.22339
C 2.96332 -2.25334 0.06535
O 2.36457 -2.72190 1.28179
H 4.02503 -2.52271 0.04907
H 2.47744 -2.74329 -0.77125
H 2.90335 -1.16824 -0.01769
H 2.61257 -2.13472 1.99957
C 4.35765 1.25083 0.99033
O 3.19550 1.72842 0.30542
H 5.21101 1.17025 0.31439
H 4.64366 1.93110 1.79864
H 4.13112 0.28392 1.42758
H 3.44553 2.56408 -0.10029
C 0.97313 1.97126 -3.60601
O -0.00069 2.19603 -4.61519
H 1.22854 0.91509 -3.65127
H 1.88149 2.54195 -3.83884
H 0.61327 2.22913 -2.61005
H -0.23267 3.12781 -4.63495
C -0.87671 -2.14232 3.73447
C -1.07850 -1.01305 4.71937
O -0.76649 0.25971 4.13127
H -1.57644 -2.10032 2.89784
H -1.01755 -3.11799 4.20287
H 0.12669 -2.09835 3.30914
H -0.42993 -1.17409 5.58564
H -2.10757 -0.95226 5.06922
H 0.16218 0.43776 4.29950
C -3.40394 -1.37748 0.47005
C -4.50150 -0.51949 -0.12624
O -5.22306 -1.19724 -1.15032
H -2.90488 -0.85976 1.29775
H -2.63026 -1.57695 -0.27504
H -3.76157 -2.32267 0.88093
H -4.02453 0.37426 -0.54800
H -5.23695 -0.21435 0.61598
H -4.66848 -1.21211 -1.93563
C -2.24338 2.44635 -2.09906
C -2.37537 3.28357 -0.83792
O -3.20280 4.42685 -1.03654
H -1.92166 3.10596 -2.90708
H -3.17948 1.96181 -2.38374
H -1.48704 1.66285 -2.02262
H -1.40347 3.67425 -0.53512
H -2.76520 2.68463 -0.00869
H -4.03487 4.12581 -1.41458
C 4.00823 0.19979 -2.54038
C 4.13750 -0.42219 -3.89437
O 3.92607 -1.83244 -3.78112
H 2.98975 0.09113 -2.16630
H 4.25155 1.26426 -2.61236
H 4.69683 -0.25816 -1.82983
H 5.13906 -0.23109 -4.29555
H 3.41736 0.01586 -4.59025
H 3.36205 -2.13711 -4.49580
C -0.53075 -5.03284 -0.86902
C -0.83111 -4.01547 0.20668
O -0.02116 -4.20774 1.35615
H 0.53051 -4.97292 -1.13700
H -1.12822 -4.87880 -1.76783
H -0.67784 -6.04595 -0.49005
H -1.87463 -4.09699 0.51781
H -0.69013 -3.01062 -0.20875
H 0.79872 -3.71706 1.22020
*
```